# 1
{
  "formula": "C15H15N2NiO6",
  "method": "ωB97M-V/def2-TZVPD",
  "energy_ha": -2649.4486,
  "multiplicity": 3,
  "homo_lumo_gap_ev": [7.10, 6.78],
  "total_charge": 1,
  "e_homo_ev": [-11.76, -11.76],
  "de_lowest_ev": 0.437,
  "fmax_ev_per_a": 8.2,
  "elements": ["O", "C", "Ni", "C", "O", "C", "O", "C", "O", "C", "O", "H", "C", "C", "N", "C", "C", "C", "O", "C", "C", "C", "C", "N", "C", "H", "H", "H", "H", "H", "H", "H", "H", "H", "H", "H", "H", "H", "H"],
  "positions_angstrom": [[-0.65, 3.22, -3.94], [-0.48, 2.23, -3.39], [-0.47, -0.31, -4.22], [-0.39, -2.04, -4.02], [-0.46, -3.19, -3.93], [-0.77, -0.44, -6.00], [-0.81, -0.94, -7.08], [1.32, -0.35, -4.10], [2.47, -0.25, -4.14], [-2.25, -0.30, -4.44], [-3.39, -0.11, -4.56], [-0.46, 0.67, -5.59], [2.96, 1.67, 3.34], [1.48, 1.50, 3.64], [0.74, 0.56, 2.76], [0.59, -0.80, 3.32], [-0.42, -0.85, 4.44], [0.60, 0.93, 1.44], [1.15, 1.94, 1.00], [-0.30, 0.11, 0.56], [-1.40, -0.63, 1.01], [-2.16, -1.32, 0.08], [-1.82, -1.21, -1.28], [-0.83, -0.43, -1.69], [-0.09, 0.24, -0.82], [3.50, 0.70, 3.35], [3.38, 2.31, 4.12], [3.09, 2.16, 2.36], [1.33, 1.11, 4.65], [0.99, 2.48, 3.53], [0.33, -1.49, 2.52], [1.59, -1.07, 3.71], [-1.37, -0.39, 4.15], [-0.61, -1.89, 4.70], [-0.05, -0.34, 5.33], [-1.65, -0.65, 2.07], [-3.00, -1.95, 0.36], [-2.40, -1.75, -2.03], [0.71, 0.89, -1.19]],
  "lowdin_spin": [0.007, 0.030, 1.048, 0.081, 0.007, 0.247, 0.152, 0.066, 0.008, 0.134, 0.072, 0.065, 0.000, 0.000, 0.000, 0.000, 0.000, 0.000, 0.000, 0.003, -0.002, 0.002, 0.005, 0.066, 0.003, 0.000, 0.000, 0.000, 0.000, 0.000, 0.000, 0.000, 0.000, 0.000, 0.000, 0.000, 0.000, 0.001, 0.001]
}

# 2
{
  "formula": "C30H47N2O6S2SiTi",
  "method": "ωB97M-V/def2-TZVPD",
  "energy_ha": -3667.9628,
  "multiplicity": 3,
  "homo_lumo_gap_ev": [4.53, 7.24],
  "total_charge": -1,
  "e_homo_ev": [-2.15, -4.87],
  "de_lowest_ev": 1.307,
  "fmax_ev_per_a": 2.1,
  "elements": ["Ti", "O", "C", "C", "C", "C", "C", "C", "C", "N", "C", "C", "N", "C", "C", "C", "C", "C", "C", "C", "O", "H", "H", "H", "H", "H", "H", "H", "H", "H", "H", "H", "H", "H", "H", "C", "C", "C", "C", "O", "Si", "S", "O", "C", "C", "C", "C", "O", "C", "C", "C", "C", "H", "H", "H", "H", "H", "H", "H", "H", "H", "H", "H", "H", "H", "H", "H", "H", "H", "H", "H", "H", "H", "H", "H", "H", "H", "H", "H", "C", "S", "C", "O", "H", "H", "H", "H", "H", "H"],
  "positions_angstrom": [[0.83, -0.61, -1.59], [2.48, -0.84, -0.89], [2.94, -1.91, -0.25], [3.81, -1.77, 0.82], [4.35, -2.87, 1.48], [4.05, -4.16, 1.03], [3.20, -4.33, -0.03], [2.58, -3.24, -0.68], [1.64, -3.44, -1.73], [0.74, -2.53, -2.12], [0.19, -2.66, -3.44], [1.13, -1.83, -4.31], [1.35, -0.61, -3.55], [2.40, 0.16, -3.91], [2.59, 1.45, -3.37], [3.64, 2.30, -3.80], [3.73, 3.61, -3.39], [2.75, 4.13, -2.55], [1.72, 3.32, -2.08], [1.64, 1.97, -2.43], [0.71, 1.18, -1.92], [4.07, -0.77, 1.13], [5.02, -2.72, 2.32], [4.48, -5.02, 1.53], [2.96, -5.33, -0.38], [1.62, -4.42, -2.21], [-0.81, -2.21, -3.46], [0.13, -3.70, -3.79], [0.70, -1.61, -5.29], [2.07, -2.38, -4.46], [3.08, -0.19, -4.68], [4.37, 1.88, -4.49], [4.54, 4.24, -3.74], [2.80, 5.17, -2.24], [0.96, 3.72, -1.43], [2.18, 1.97, 1.12], [0.82, 1.56, 1.69], [1.04, 0.50, 2.78], [0.12, 2.80, 2.26], [0.03, 1.03, 0.62], [-1.56, 0.62, 0.50], [-1.77, -0.55, -1.22], [-2.57, 1.93, 0.57], [-3.17, 2.76, -0.43], [-2.11, 3.22, -1.44], [-3.74, 3.96, 0.32], [-4.31, 2.03, -1.14], [-1.88, -0.14, 1.93], [-3.02, -0.21, 2.78], [-3.20, 1.13, 3.50], [-2.74, -1.31, 3.81], [-4.27, -0.56, 1.98], [2.87, 2.20, 1.94], [2.09, 2.84, 0.47], [2.58, 1.15, 0.53], [1.73, 0.88, 3.53], [1.46, -0.39, 2.31], [0.09, 0.24, 3.25], [0.72, 3.23, 3.06], [-0.86, 2.53, 2.65], [-0.01, 3.54, 1.47], [-1.33, 3.77, -0.92], [-2.56, 3.87, -2.19], [-1.66, 2.36, -1.93], [-2.94, 4.49, 0.84], [-4.47, 3.62, 1.06], [-4.23, 4.64, -0.38], [-3.93, 1.12, -1.61], [-4.75, 2.67, -1.91], [-5.09, 1.76, -0.43], [-2.30, 1.38, 4.05], [-4.04, 1.08, 4.19], [-3.39, 1.90, 2.76], [-1.82, -1.09, 4.35], [-2.62, -2.27, 3.31], [-3.56, -1.37, 4.52], [-4.39, 0.16, 1.17], [-5.15, -0.52, 2.62], [-4.18, -1.55, 1.54], [0.27, -3.65, 2.25], [-0.66, -2.71, 0.98], [-0.91, -4.15, -0.11], [0.39, -1.82, 0.40], [-0.32, -4.53, 2.54], [0.41, -2.99, 3.10], [1.23, -3.93, 1.83], [-1.64, -4.79, 0.38], [0.02, -4.67, -0.29], [-1.32, -3.75, -1.04]],
  "lowdin_spin": [0.357, 0.014, 0.083, -0.004, 0.110, -0.003, 0.084, 0.037, 0.269, 0.174, 0.015, 0.024, 0.124, 0.289, 0.027, 0.088, -0.004, 0.107, -0.001, 0.069, 0.039, -0.003, 0.009, -0.003, 0.004, 0.017, 0.002, 0.001, 0.003, 0.007, 0.022, 0.004, -0.003, 0.009, -0.003, 0.000, 0.000, 0.000, 0.000, 0.002, 0.002, 0.010, 0.001, 0.000, 0.000, 0.000, 0.000, 0.000, 0.000, 0.000, 0.000, 0.000, 0.000, 0.000, 0.000, 0.000, 0.000, 0.000, 0.000, 0.000, 0.000, 0.000, 0.000, 0.000, 0.000, 0.000, 0.000, 0.000, 0.000, 0.000, 0.000, 0.000, 0.000, 0.000, 0.000, 0.000, 0.000, 0.000, 0.000, 0.001, 0.002, 0.008, 0.006, 0.000, 0.000, 0.000, 0.000, 0.004, 0.001]
}

# 3
{
  "formula": "C19H37NO24Tl",
  "method": "ωB97M-V/def2-TZVPD",
  "energy_ha": -2778.6743,
  "homo_lumo_gap_ev": 4.71,
  "total_charge": 1,
  "e_homo_ev": -12.69,
  "de_lowest_ev": 0.000,
  "fmax_ev_per_a": 5.4,
  "elements": ["Tl", "N", "O", "O", "O", "O", "C", "O", "O", "H", "C", "O", "C", "O", "O", "C", "H", "H", "H", "H", "H", "H", "C", "O", "C", "O", "O", "C", "H", "H", "H", "H", "H", "H", "C", "O", "C", "O", "O", "C", "H", "H", "H", "H", "H", "H", "C", "O", "C", "O", "O", "C", "H", "H", "H", "H", "H", "H", "C", "O", "C", "O", "O", "C", "H", "H", "H", "H", "H", "H", "C", "O", "C", "O", "O", "C", "H", "H", "H", "H", "H", "H"],
  "positions_angstrom": [[1.11, -2.81, 2.98], [-0.39, -0.53, 0.37], [-1.34, -1.38, 0.36], [0.43, -0.65, 1.25], [-0.32, 0.28, -0.52], [-3.21, -2.15, 3.68], [-2.78, -1.85, 2.46], [-3.50, -1.28, 1.64], [-1.60, -2.10, 2.08], [-4.13, -1.82, 3.63], [-2.61, 2.15, 1.63], [-2.11, 2.88, 2.74], [-1.56, 4.07, 2.54], [-1.29, 4.54, 1.46], [-1.26, 4.60, 3.72], [-1.07, 6.01, 3.77], [-3.16, 1.30, 2.06], [-1.84, 1.62, 1.08], [-3.26, 2.80, 1.06], [-1.54, 6.32, 4.70], [-1.47, 6.61, 2.96], [-0.01, 6.27, 3.81], [-5.00, -2.51, -3.29], [-3.85, -1.88, -3.86], [-2.70, -2.07, -3.25], [-2.51, -2.73, -2.27], [-1.73, -1.50, -3.97], [-0.43, -1.82, -3.52], [-5.86, -2.42, -3.94], [-5.17, -2.20, -2.26], [-4.76, -3.58, -3.29], [0.20, -1.38, -4.30], [-0.26, -2.90, -3.57], [-0.14, -1.42, -2.55], [0.38, 1.57, -3.28], [1.61, 0.88, -3.35], [2.55, 1.36, -4.16], [2.53, 2.43, -4.69], [3.57, 0.51, -4.18], [4.81, 1.05, -4.63], [0.50, 2.57, -2.85], [-0.23, 1.02, -2.58], [-0.18, 1.67, -4.21], [5.51, 0.23, -4.65], [5.17, 1.89, -4.03], [4.67, 1.52, -5.61], [-7.06, -0.51, 0.85], [-6.36, 0.46, 0.07], [-5.14, 0.18, -0.37], [-4.68, -0.92, -0.48], [-4.54, 1.32, -0.69], [-3.34, 1.31, -1.45], [-7.87, 0.08, 1.28], [-6.47, -0.79, 1.73], [-7.36, -1.39, 0.30], [-2.72, 0.51, -1.04], [-2.78, 2.23, -1.35], [-3.57, 1.08, -2.49], [5.82, -3.90, 1.90], [5.56, -3.26, 0.65], [4.40, -2.65, 0.52], [3.46, -2.69, 1.29], [4.42, -1.99, -0.63], [3.17, -1.61, -1.23], [6.63, -4.61, 1.83], [4.93, -4.42, 2.21], [6.13, -3.14, 2.62], [3.11, -2.21, -2.14], [3.22, -0.56, -1.54], [2.33, -1.70, -0.55], [2.87, 1.52, 1.39], [3.85, 1.37, 2.40], [3.79, 0.33, 3.20], [2.87, -0.45, 3.31], [4.92, 0.27, 3.88], [5.12, -0.76, 4.83], [3.23, 2.30, 0.71], [1.97, 1.96, 1.83], [2.69, 0.64, 0.79], [4.57, -1.65, 4.52], [4.86, -0.54, 5.87], [6.18, -0.98, 4.82]],
  "mulliken_charge": [1.050, 0.862, -0.448, -0.534, -0.311, -0.465, 0.692, -0.356, -0.059, 0.343, -0.395, -0.391, 0.718, -0.563, -0.325, -0.705, 0.212, 0.082, 0.477, 0.271, 0.344, 0.277, -0.492, -0.374, 0.977, -0.570, -0.367, -0.391, 0.247, 0.123, 0.316, 0.228, 0.425, -0.062, -0.170, 0.039, 0.554, -0.553, -0.269, -0.739, 0.427, -0.418, 0.378, 0.233, 0.315, 0.328, -0.557, -0.412, 0.859, -0.493, -0.386, -0.568, 0.293, 0.142, 0.294, -0.062, 0.376, 0.551, -0.570, -0.357, 0.756, -0.454, -0.328, -0.426, 0.252, 0.290, 0.200, 0.321, 0.159, 0.139, -0.377, -0.362, 0.774, -0.470, -0.351, -0.639, 0.321, 0.317, 0.010, 0.242, 0.282, 0.277]
}

# 4
{
  "formula": "C5H8N2",
  "method": "ωB97M-V/def2-TZVPD",
  "energy_ha": -304.6081,
  "homo_lumo_gap_ev": 8.52,
  "e_homo_ev": -8.22,
  "de_lowest_ev": 6.187,
  "fmax_ev_per_a": 1.0,
  "elements": ["C", "C", "C", "C", "N", "N", "C", "H", "H", "H", "H", "H", "H", "H", "H"],
  "positions_angstrom": [[-0.23, -0.01, 1.68], [1.00, 0.85, -0.19], [1.06, -0.23, -1.18], [0.81, -1.61, -0.77], [0.63, -2.72, -0.49], [-0.01, 0.75, -1.03], [-1.34, 0.56, -0.79], [-1.01, -0.58, 2.17], [0.70, -0.58, 1.83], [-0.13, 0.95, 2.21], [1.61, 1.65, 0.20], [1.62, -0.17, -2.11], [-0.93, 0.06, 0.60], [-1.85, -0.11, -1.48], [-1.88, 1.46, -0.51]],
  "mulliken_charge": [-1.163, -0.597, 0.197, 0.153, -0.428, -0.002, -0.579, 0.347, 0.333, 0.319, 0.286, 0.366, 0.195, 0.281, 0.291]
}